Formula: C27H50BFN4O9P
Source: OMol25
Level of theory: ωB97M-V/def2-TZVPD

## Properties
ΔE to the lowest compared entry with this formula, charge and spin = 212.7 kcal per mole
Total charge = +1
Total energy = -65860.8581 eV

Structure (XYZ):
```
93
Properties=species:S:1:pos:R:3:forces:R:3:lowdin_charge:R:1
C 3.91825 -1.52193 -1.02406 0.10 -1.03 0.68 -0.0953
C 2.80354 -2.67497 -1.36558 2.65 -1.14 -0.82 -0.1934
O 1.45634 -2.17031 -1.67409 -1.79 2.12 4.27 -0.0214
B 0.81509 -1.52839 -0.50847 2.78 -1.28 -0.49 -0.3716
O 1.30294 -1.78836 0.88871 -0.52 2.98 -2.34 0.0338
C -0.44734 -0.43521 -0.61096 -1.34 -2.91 -1.32 -0.1019
C -1.05530 -0.25271 -2.11989 -1.12 -0.89 2.04 -0.2217
P 0.10874 0.43875 -3.44578 0.18 -3.04 -7.92 0.7890
O 0.02585 -0.53081 -4.73311 0.21 3.63 5.50 -0.3577
O 1.79034 0.54027 -3.03892 -2.85 2.21 -0.54 -0.2031
O -0.58339 1.96999 -4.02365 3.41 -1.58 1.37 -0.2198
O -2.39157 0.38644 -2.05000 2.63 0.42 1.11 -0.1445
C -2.39766 1.59816 -1.21809 -1.44 1.32 -0.36 -0.2328
C -4.02524 1.93915 -1.01243 -0.23 -1.60 -0.60 -0.1187
C -4.96084 0.55727 -1.12959 -0.58 0.75 1.64 -0.1782
C -6.44391 1.01233 -0.50463 0.02 0.55 -1.05 -0.1775
C -7.65497 -0.02588 -0.88209 -0.26 1.15 -0.04 -0.1900
N -8.22033 -0.59528 0.41786 -1.25 0.62 -1.10 -0.1933
C -8.88876 -1.93347 0.18619 -0.77 -0.64 0.81 -0.0990
C -9.15384 0.37596 1.10723 1.43 2.22 6.08 -0.2933
C -10.58057 0.94096 0.53071 -0.54 -0.28 -0.32 -0.0445
O -8.79001 0.80408 2.34792 -2.17 -2.66 -7.86 -0.0465
C -1.68709 1.45149 0.24878 -3.10 0.62 1.10 -0.1603
C -1.79188 2.76946 1.22875 0.37 2.98 3.00 -0.1038
C -2.34178 4.25496 0.81183 1.54 -0.91 3.53 -0.0165
C -2.34990 5.44843 1.94588 1.30 -2.92 1.03 -0.0283
C -1.81619 5.22665 3.50408 0.02 -3.68 -3.02 -0.0264
C -1.29807 3.72301 3.94240 -1.40 0.83 -4.46 -0.0394
C -1.29912 2.54205 2.80461 -0.97 2.95 -0.75 -0.0249
N -0.29105 0.81007 0.21123 -0.99 -0.61 1.10 -0.0876
C 0.84924 1.72118 -0.02694 3.64 2.65 0.53 -0.0820
C 0.68269 3.00067 -1.01628 0.46 1.71 -0.09 -0.0712
F 1.66975 4.03069 -0.50610 -2.07 -2.55 -0.93 -0.1212
H 3.89176 -0.58030 -1.71923 -0.29 -1.85 1.27 0.0878
H 3.86368 -1.28146 0.12704 0.02 -0.09 -2.43 0.0570
H 4.99146 -2.01717 -1.19189 -2.74 1.21 0.47 0.0619
H 3.19679 -3.23365 -2.34398 -1.23 1.32 2.02 0.1508
H 2.78093 -3.50175 -0.52483 -0.11 1.88 -1.55 0.1413
H 1.59271 -0.87513 1.24486 -0.49 -2.29 -0.57 0.1091
H -1.31232 -1.04948 -0.04936 1.70 1.42 -1.21 0.1980
H -1.30012 -1.37016 -2.47456 0.93 2.62 0.45 0.1980
H 2.13117 1.36453 -3.51181 -0.28 -1.53 0.80 0.1032
H 0.17496 2.35687 -4.58081 -1.77 -0.68 0.78 0.0996
H -1.99935 2.47009 -1.88993 -0.20 -1.59 1.52 0.1399
H -4.27169 2.38688 0.03768 0.68 -0.52 -2.14 0.1148
H -4.35435 2.60793 -1.92131 0.69 -1.01 2.08 0.1372
H -5.05119 0.16477 -2.22826 0.26 0.75 2.24 0.1236
H -4.56142 -0.26889 -0.37973 -0.61 1.51 -1.85 0.1225
H -6.68242 2.06934 -0.99064 0.39 -2.12 1.05 0.1183
H -6.41631 1.15746 0.66454 0.09 -0.42 -2.38 0.1241
H -8.53788 0.54452 -1.44386 1.97 -1.09 0.86 0.1258
H -7.27353 -0.86735 -1.60038 -0.75 1.42 1.65 0.1252
H -8.28889 -2.75624 0.79058 -1.35 1.65 -1.31 0.1047
H -9.98370 -1.85054 0.63937 2.23 -0.62 -1.11 0.0999
H -8.92901 -2.23514 -0.94641 -0.06 0.66 2.19 0.0964
H -10.44226 1.64360 -0.40330 -0.03 -1.43 1.86 0.0857
H -11.30455 0.06890 0.17912 1.74 1.66 0.69 0.0908
H -11.17126 1.54391 1.35908 1.68 -1.33 -1.61 0.1035
H -2.35372 0.63813 0.82156 1.52 1.63 -1.32 0.1877
H -2.70661 4.45787 -0.30665 0.84 -0.39 2.87 0.1124
H -2.73204 6.52599 1.62734 0.91 -2.65 0.76 0.1012
H -1.79949 6.10239 4.28609 -0.13 -1.93 -1.86 0.0979
H -0.93664 3.48101 5.02986 -0.80 0.56 -2.42 0.0957
H -0.92459 1.45893 3.13832 -0.95 2.55 -0.74 0.0954
H -0.17482 0.45693 1.21305 -0.03 0.52 -1.58 0.1750
H 1.12560 2.18925 1.04061 -0.85 -0.78 -2.46 0.1707
H 1.87542 1.21042 -0.36109 -2.61 0.40 0.60 0.1708
H 0.98372 2.84151 -2.13369 -0.51 0.05 2.40 0.1023
H -0.34483 3.55118 -1.00165 1.96 -1.25 0.28 0.1109
C 4.17339 -2.25226 3.26366 -0.26 0.10 0.01 0.0016
C 5.47545 -2.40994 2.52870 0.78 -0.10 -0.43 -0.5198
O 5.60083 -2.10229 1.34615 0.07 -0.04 0.57 0.0119
N 6.53865 -2.91411 3.22141 -0.68 0.37 -0.56 0.0050
C 6.58549 -3.32895 4.60369 0.44 -0.12 -0.05 -0.0747
H 3.41836 -1.84083 2.58789 0.28 -0.17 0.03 0.0581
H 3.82411 -3.22544 3.61989 -0.01 0.18 0.12 0.0947
H 4.29818 -1.56226 4.10290 -0.06 -0.20 0.05 0.0900
H 7.38189 -2.99286 2.66481 -0.21 -0.01 0.17 0.1405
H 7.34612 -2.73135 5.11161 -0.13 -0.15 0.25 0.0871
H 6.87561 -4.38187 4.63234 -0.08 0.05 0.31 0.0880
H 5.62731 -3.20279 5.10963 0.17 0.00 -0.19 0.0776
C 8.41405 -2.83670 -3.31022 -0.05 -0.09 -0.28 -0.0071
C 7.56411 -2.26255 -2.21097 -0.16 0.19 0.49 -0.5141
O 6.36589 -2.03710 -2.36015 0.84 -0.15 -0.42 -0.0034
N 8.16827 -1.99161 -1.01681 -0.54 -0.08 -0.80 0.0131
C 9.55227 -2.18648 -0.65412 -0.20 0.18 0.30 -0.0766
H 7.80041 -3.00098 -4.20042 0.04 0.09 0.30 0.0882
H 9.21546 -2.13849 -3.56754 0.05 -0.20 0.05 0.0882
H 8.83236 -3.79746 -2.99725 0.13 0.15 -0.08 0.0885
H 7.53688 -1.60741 -0.32341 0.05 -0.15 -0.01 0.1233
H 9.58637 -2.86441 0.20198 0.32 -0.01 -0.05 0.0800
H 9.96662 -1.21809 -0.36401 0.27 -0.17 0.00 0.0859
H 10.14268 -2.60364 -1.47106 -0.19 0.08 0.13 0.0780
```
Forces are in eV/Å.